[1]
Entry from the OMol25 dataset: a structure of composition C33H35BrN5O2PdSe (wB97M-V/def2-TZVPD).

Last column: Löwdin charge in e.
CARTESIAN COORDINATES (ANGSTROEM)
Pd (-0.3052, -0.9856, 0.1088)  0.6517
O (0.2868, 0.9330, -3.3805)  0.0449
C (-0.7285, 1.8152, -3.6408)  -0.2536
C (-0.7345, 2.5622, -4.8094)  -0.0210
C (-1.7449, 3.4768, -5.0581)  -0.0780
C (-2.7650, 3.6422, -4.1350)  -0.0837
C (-2.7473, 2.8757, -2.9798)  -0.0409
C (-1.7417, 1.9553, -2.6978)  -0.1060
C (-1.8243, 1.2302, -1.3641)  -0.4263
O (-1.5432, -0.0917, -1.3318)  -0.2715
N (-0.9756, 2.0299, -0.4258)  0.0297
N (-0.5098, 1.4847, 0.6855)  -0.0379
C (0.0196, 2.2180, 1.5930)  -0.2024
C (0.6349, 1.6753, 2.8059)  -0.6025
Br (1.1990, -0.1525, 2.7363)  0.8157
C (0.9058, 2.3257, 3.9461)  -0.1142
C (0.5312, 3.6695, 4.4267)  -0.2075
C (1.0655, 4.0316, 5.6662)  -0.0406
C (0.7898, 5.2601, 6.2419)  -0.0705
C (-0.0372, 6.1574, 5.5878)  -0.0774
C (-0.5877, 5.8107, 4.3620)  -0.0759
C (-0.3113, 4.5818, 3.7863)  -0.0406
H (0.9850, 1.0735, -4.0316)  0.1115
H (0.0657, 2.4273, -5.5286)  0.1161
H (-1.7301, 4.0517, -5.9732)  0.1078
H (-3.5640, 4.3461, -4.3132)  0.1030
H (-3.5516, 2.9823, -2.2608)  0.1112
H (-2.8775, 1.3709, -1.0426)  0.1252
H (-1.0845, 3.0391, -0.4537)  0.1484
H (0.0670, 3.2996, 1.4635)  0.1153
H (1.4884, 1.7739, 4.6738)  0.0872
H (1.7159, 3.3358, 6.1798)  0.1123
H (1.2224, 5.5135, 7.1991)  0.1083
H (-0.2581, 7.1183, 6.0299)  0.1067
H (-1.2427, 6.5000, 3.8482)  0.1058
H (-0.7880, 4.3491, 2.8469)  0.0855
C (-0.6176, -4.7910, -2.7252)  0.0084
N (0.1719, -3.5333, -2.8289)  -0.1697
C (-0.7295, -2.3540, -3.0323)  0.0144
C (1.0885, -3.4114, -1.6175)  -0.1082
C (1.8059, -2.1035, -1.5607)  -0.2348
C (3.0177, -1.9970, -2.2524)  -0.0479
C (3.7169, -0.8084, -2.2934)  -0.0754
C (3.1992, 0.3004, -1.6353)  -0.0688
C (1.9982, 0.2211, -0.9540)  -0.0978
C (1.3008, -0.9835, -0.8935)  -0.2207
H (-1.2265, -4.8948, -3.6190)  0.1052
H (-1.2436, -4.7009, -1.8370)  0.0958
H (0.0677, -5.6287, -2.6254)  0.1079
H (0.7865, -3.6011, -3.6410)  0.1804
H (-1.2554, -2.1541, -2.0986)  0.0628
H (-1.4186, -2.6180, -3.8310)  0.1092
H (-0.1362, -1.4826, -3.2867)  0.0878
H (1.7831, -4.2471, -1.7180)  0.1377
H (0.4304, -3.5705, -0.7676)  0.0200
H (3.4259, -2.8748, -2.7408)  0.1138
H (4.6588, -0.7466, -2.8181)  0.1072
H (3.7327, 1.2417, -1.6566)  0.1126
H (1.6027, 1.0975, -0.4664)  0.0851
C (-3.9499, -2.0097, -0.3129)  -0.0079
N (-3.4828, -1.4109, 0.9253)  -0.0540
C (-2.3198, -1.6832, 1.5444)  -0.7404
Se (-1.1435, -3.1450, 1.2736)  0.6655
N (-2.1928, -0.8038, 2.5628)  0.1185
C (-3.2660, 0.0609, 2.5890)  -0.1710
C (-3.5646, 1.1604, 3.3931)  0.0073
C (-4.7323, 1.8275, 3.1049)  -0.0653
C (-5.5722, 1.4325, 2.0460)  -0.0643
C (-5.2680, 0.3574, 1.2425)  0.0051
C (-4.0908, -0.3278, 1.5422)  -0.1542
H (-3.3094, -2.8635, -0.5286)  0.0503
H (-3.8577, -1.2726, -1.1114)  0.0960
H (-4.9778, -2.3438, -0.1842)  0.1043
H (-1.3660, -0.7959, 3.1471)  0.0916
H (-2.9122, 1.4721, 4.1960)  0.1199
H (-5.0149, 2.6821, 3.7024)  0.1106
H (-6.4753, 1.9943, 1.8593)  0.1099
H (-5.9055, 0.0672, 0.4209)  0.1173

Computed properties:
Energy relative to the best compared isomer or geometry (same formula, charge and spin) ... 1.474 eV
Lowest unoccupied orbital energy ... -3.04 eV
Total charge ... +1
Orbital gap ... 0.250 Ha
HOMO level ... -9.84 eV

[2]
Entry from the OMol25 dataset: a structure of composition C33H35CaN3O2S (wB97M-V/def2-TZVPD).

Last column: Löwdin charge in e.
CARTESIAN COORDINATES (ANGSTROEM)
Ca (-0.1584, -0.1991, 0.5904)  1.3547
C (1.6601, -3.1567, -1.6156)  -0.0382
C (2.1307, -2.4206, -0.3896)  -0.2808
C (1.5957, -2.7097, 0.8608)  -0.0584
C (2.0432, -2.0505, 2.0145)  -0.2883
C (1.5265, -2.4411, 3.3706)  -0.0408
C (3.0148, -1.0667, 1.8740)  -0.0201
C (3.5755, -0.7623, 0.6331)  -0.2770
C (4.6282, 0.3013, 0.5079)  -0.0374
C (3.1294, -1.4514, -0.4849)  -0.0217
H (0.7037, -3.6488, -1.4387)  0.0759
H (2.3797, -3.9245, -1.9069)  0.0862
H (1.5442, -2.4813, -2.4653)  0.0737
H (0.8118, -3.4531, 0.9463)  0.1060
H (0.5114, -2.8286, 3.3067)  0.0646
H (1.5320, -1.5923, 4.0561)  0.0763
H (2.1684, -3.2122, 3.8031)  0.0875
H (3.3522, -0.5253, 2.7522)  0.1260
H (5.6105, -0.0857, 0.7883)  0.0855
H (4.3970, 1.1459, 1.1557)  0.0824
H (4.6891, 0.6698, -0.5166)  0.0700
H (3.5554, -1.2183, -1.4544)  0.1151
C (-2.6835, 1.5186, 1.8187)  -0.0841
N (-1.4176, 1.0432, 2.3806)  -0.3564
C (-0.6696, 2.1804, 2.9177)  -0.0946
C (-1.6817, 0.0554, 3.4441)  -0.1899
C (-2.1957, -1.2769, 2.9355)  -0.2976
C (-3.2678, -1.8606, 3.6050)  -0.0684
C (-3.7130, -3.1279, 3.2512)  -0.1095
C (-3.0656, -3.8008, 2.2271)  -0.1191
C (-2.0035, -3.1898, 1.5631)  -0.1993
C (-1.5188, -1.9113, 1.8691)  -0.2081
H (-3.2627, 2.0705, 2.5730)  0.0962
H (-3.2762, 0.6708, 1.4802)  0.0774
H (-2.4916, 2.1812, 0.9730)  0.0905
H (-1.2209, 2.6723, 3.7316)  0.0934
H (-0.4844, 2.9084, 2.1270)  0.0821
H (0.2937, 1.8438, 3.3034)  0.0878
H (-2.3778, 0.4905, 4.1787)  0.1204
H (-0.7326, -0.1044, 3.9673)  0.1152
H (-3.7600, -1.3265, 4.4130)  0.1007
H (-4.5476, -3.5805, 3.7720)  0.0926
H (-3.3910, -4.7954, 1.9416)  0.0915
H (-1.5420, -3.7600, 0.7550)  0.0731
O (1.5995, 1.4444, 0.3748)  -0.4228
S (1.0992, 2.2090, -0.7706)  0.5550
O (0.7655, 3.5895, -0.5251)  -0.2911
N (-0.0562, 1.2838, -1.2672)  -0.2617
C (-1.1000, 1.6342, -2.0961)  -0.2739
C (-1.1274, 2.6616, -3.0098)  -0.0150
C (-2.2675, 2.8739, -3.8122)  -0.0753
C (-3.3694, 2.0759, -3.7116)  -0.0514
C (-3.3845, 1.0159, -2.7726)  -0.1588
C (-4.4940, 0.1613, -2.5899)  -0.0074
C (-4.4366, -0.8198, -1.6431)  -0.0390
C (-3.2695, -0.9513, -0.8654)  -0.1208
N (-2.2129, -0.1830, -1.0072)  0.0490
C (-2.2554, 0.7951, -1.9586)  -0.1652
C (2.4068, 2.2133, -1.9736)  -0.2758
C (2.5323, 1.1444, -2.8455)  -0.0769
C (3.5862, 1.1184, -3.7477)  -0.0749
C (4.5031, 2.1605, -3.7706)  -0.0786
C (4.3595, 3.2357, -2.9026)  -0.0717
C (3.3058, 3.2694, -2.0029)  -0.0545
H (-0.2736, 3.3182, -3.1116)  0.1089
H (-2.2554, 3.6911, -4.5221)  0.1052
H (-4.2407, 2.2405, -4.3327)  0.1082
H (-5.3769, 0.3008, -3.2022)  0.1178
H (-5.2641, -1.4929, -1.4676)  0.1062
H (-3.2143, -1.7090, -0.0920)  0.0903
H (1.8014, 0.3459, -2.8231)  0.1059
H (3.6868, 0.2886, -4.4352)  0.1065
H (5.3246, 2.1389, -4.4746)  0.1040
H (5.0682, 4.0528, -2.9298)  0.1061
H (3.1685, 4.1029, -1.3273)  0.1164

Computed properties:
Energy relative to the best compared isomer or geometry (same formula, charge and spin) ... 0.112 eV
Lowest unoccupied orbital energy ... 0.18 eV
Total charge ... 0
Orbital gap ... 0.278 Ha
HOMO level ... -7.39 eV

[3]
Entry from the OMol25 dataset: a structure of composition C33H35F5N4P2PbS (wB97M-V/def2-TZVPD).

Last column: Löwdin charge in e.
CARTESIAN COORDINATES (ANGSTROEM)
Pb (1.5448, 0.4467, 1.4722)  1.0430
C (0.8316, -4.0929, -3.4486)  -0.1172
C (0.7106, -2.7786, -3.6511)  -0.1052
C (-0.3163, -1.9356, -2.9615)  -0.1951
C (-0.3709, -2.1121, -1.4222)  -0.2044
C (-1.5941, -2.8122, -0.8980)  -0.1115
C (-2.1556, -3.8784, -1.4862)  -0.0957
C (-1.6067, -4.5955, -2.6953)  -0.1760
C (-0.0902, -4.8991, -2.5990)  -0.1873
C (1.2819, -0.6389, 3.4474)  -0.3829
H (1.6732, -4.6298, -3.8820)  0.1072
H (1.3599, -2.2365, -4.3398)  0.1040
H (-1.3321, -2.0278, -3.3832)  0.1205
H (-0.0147, -0.9062, -3.1808)  0.0593
H (0.5487, -2.5912, -1.0448)  0.0669
H (-0.3504, -1.1261, -0.9285)  0.0577
H (-1.9944, -2.4310, 0.0600)  0.0941
H (-3.1162, -4.2675, -1.1224)  0.1101
H (-1.8427, -4.0960, -3.6416)  0.1174
H (-2.1172, -5.5665, -2.7812)  0.1140
H (0.2200, -4.8473, -1.5464)  0.1144
H (0.0733, -5.9474, -2.8835)  0.1146
H (2.3606, -0.7647, 3.6327)  -0.0301
H (0.8598, -1.6427, 3.3222)  0.0010
H (0.7831, -0.0721, 4.2459)  -0.0256
P (-0.9699, 1.2168, 2.2244)  0.9807
P (0.9582, 2.7747, -0.9166)  1.0391
N (-2.5714, 0.3347, 2.1313)  -0.2247
N (-1.5004, 2.3182, 3.5157)  -0.2413
N (-0.3960, 2.5339, -2.0475)  -0.2880
N (1.2849, 4.4270, -1.6229)  -0.1929
C (-1.2761, 2.2857, 0.7650)  -0.4209
C (-0.1419, 3.3016, 0.4898)  -0.4138
C (-2.9040, -0.8578, 2.7856)  -0.1324
C (-4.2728, -1.0883, 2.6291)  -0.0691
C (-4.8043, -0.0063, 1.8705)  -0.0609
C (-3.7513, 0.8584, 1.5925)  -0.1531
C (-0.9240, 2.4491, 4.7889)  -0.1235
C (-1.5776, 3.4763, 5.4614)  -0.0638
C (-2.5856, 3.9914, 4.5837)  -0.0536
C (-2.5308, 3.2571, 3.4110)  -0.1289
C (-0.6786, 1.2178, -2.4355)  -0.1720
C (-1.9366, 1.1659, -3.0273)  -0.0385
C (-2.4405, 2.5044, -3.0467)  -0.0355
C (-1.5361, 3.2927, -2.3393)  -0.1651
C (0.7414, 5.2688, -2.5990)  0.0253
C (1.4634, 6.4626, -2.6330)  0.0474
C (2.5137, 6.3430, -1.6684)  0.0239
C (2.3609, 5.1175, -1.0391)  -0.0139
H (-2.2156, 2.8523, 0.8526)  0.0628
H (-1.4154, 1.5924, -0.0797)  0.0696
H (-0.5724, 4.2905, 0.2545)  0.0951
H (0.5198, 3.4297, 1.3659)  0.0585
H (-2.1366, -1.4426, 3.2809)  0.1026
H (-4.8407, -1.9204, 3.0239)  0.1053
H (-5.8269, 0.1547, 1.5486)  0.1084
H (-3.7594, 1.7976, 1.0484)  0.0905
H (-0.0940, 1.8138, 5.0771)  0.0905
H (-1.3673, 3.8307, 6.4610)  0.1058
H (-3.2685, 4.8054, 4.7750)  0.1076
H (-3.1022, 3.3492, 2.5005)  0.0897
H (0.0712, 0.4751, -2.2092)  0.0652
H (-2.4496, 0.2755, -3.3781)  0.1125
H (-3.3392, 2.8537, -3.5447)  0.1158
H (-1.6159, 4.3220, -2.0288)  0.1027
H (-0.1198, 5.0021, -3.1913)  0.1233
H (1.2579, 7.3137, -3.2653)  0.1344
H (3.2959, 7.0595, -1.4684)  0.1303
H (2.9052, 4.6655, -0.2237)  0.1350
F (7.0608, -5.9333, 0.4569)  0.1719
C (6.0601, -5.0390, 0.5765)  -0.0619
C (5.0896, -4.9402, -0.4240)  -0.1016
F (5.1531, -5.7300, -1.5150)  0.1446
C (4.0780, -4.0014, -0.3032)  -0.1916
F (3.1448, -3.9089, -1.2809)  0.0857
C (3.9813, -3.1035, 0.7893)  -0.4959
S (2.6733, -2.0275, 0.8185)  0.7490
C (4.9924, -3.2248, 1.7852)  -0.1684
F (4.9851, -2.3767, 2.8424)  0.1004
C (6.0082, -4.1770, 1.6779)  -0.0954
F (6.9759, -4.2538, 2.6193)  0.1398

Computed properties:
Energy relative to the best compared isomer or geometry (same formula, charge and spin) ... 0.000 eV
Lowest unoccupied orbital energy (alpha / beta) ... -9.48 / -8.24 eV
Total charge ... +2
Orbital gap (alpha / beta) ... 0.118 / 0.163 Ha
HOMO level (alpha / beta) ... -12.68 / -12.68 eV